# CH4IP

A single CH4IP molecule (wB97M-V/def2-TZVPD, the OMol25 dataset).

structure (SMILES)	C=[PH2]I
orbital gap	8.1	eV
lowest unoccupied orbital energy	0.07	eV
HOMO level	-8.0	eV
energy above the lowest of the compared OMol25 structures with the same formula, charge and spin	50.8	kcal/mol
E_tot	-679.47005	a.u.

Geometry (Å):
H (-0.2587, 0.9146, 1.4367)
H (0.1721, 1.6293, -0.5895)
C (0.8638, -0.8105, 0.0315)
H (0.5121, -1.7243, 0.4451)
H (1.5133, -0.9642, -0.9614)
P (-0.2208, 0.5187, 0.0729)
I (-2.5818, 0.4363, -0.4353)

Cartesian forces, eV/Å:
-0.4855 0.0824 -0.5704
0.5466 0.7654 -0.6002
1.0911 1.5627 -3.1617
-0.1964 -0.5605 0.5566
-1.7786 0.4525 2.2058
1.7169 -2.4084 1.8081
-0.8941 0.1059 -0.2382

Charge distribution, Löwdin scheme, values in e: -0.04 -0.07 -0.42 -0.05 0.03 0.25 0.30